1.
Entry from OMol25: a single C10H14O molecule in a non-equilibrium geometry (ωB97M-V/def2-TZVPD).

Energy relative to the best compared isomer or geometry (same formula, charge and spin)   5.076 eV
SMILES   C=C(C)/C=C1/O[C@H]1/C(C)=C/C
HOMO energy   -8.280 eV
Electronic energy   -12639.646 eV
LUMO level   0.860 eV
Frontier orbital gap   0.3359 Ha

Geometry as XYZ:
```
25
Properties=species:S:1:pos:R:3:lowdin_charge:R:1
C -2.383 0.289 -1.390 -0.0025
O -2.147 -0.472 1.442 0.0383
H 2.966 1.779 2.736 0.0199
H 0.206 0.297 -3.213 0.0595
H 1.553 2.548 2.648 0.0783
C -0.182 -0.706 -3.137 -0.1058
C -1.238 -1.125 0.495 -0.1567
C -0.341 -1.184 -1.669 -0.0999
H -1.181 -2.083 0.822 0.1155
H 0.632 -1.414 -3.542 0.0835
C -1.350 -0.712 -0.957 -0.2599
H 2.574 2.113 1.064 0.1120
H 1.391 -1.428 1.111 0.0930
H -2.100 0.613 -2.384 0.0667
H 3.164 -0.451 1.225 0.0711
H 0.409 -1.782 -1.182 0.0951
C -0.793 -0.217 1.551 -0.2054
H -0.497 1.270 2.813 0.1291
C 0.068 0.646 2.097 -0.0190
H -2.268 1.088 -0.502 0.1482
C 1.509 0.586 1.810 -0.3791
C 2.218 1.887 2.100 -0.0445
H -1.004 -0.838 -3.898 0.0854
H -3.274 -0.189 -1.360 0.0442
C 2.070 -0.515 1.320 0.0331
```

2.
Entry from OMol25: 2 unconnected molecules or ions with the total composition C2H4Br2NO in a non-equilibrium geometry (ωB97M-V/def2-TZVPD).

Net charge   -1
HOMO energy (alpha / beta)   -2.505 / -4.551 eV
Electronic energy   -145758.994 eV
<S²>   2.01
LUMO level (alpha / beta)   3.279 / 1.867 eV
Spin multiplicity   3
Frontier orbital gap (alpha / beta)   0.2126 / 0.2359 Ha

Geometry as XYZ:
```
10
Properties=species:S:1:pos:R:3:lowdin_charge:R:1
H -1.402 -0.569 -1.545 0.0312
Br -2.777 1.422 0.086 -0.4297
H 0.286 0.638 1.551 0.0564
O -0.078 -2.103 0.029 -0.0184
C -0.616 -0.085 -0.992 -0.2153
N 0.029 -0.794 -0.050 -0.3810
H -0.179 0.798 -1.430 0.0076
H 1.694 -0.632 1.478 0.0880
Br 2.186 1.371 0.001 0.3092
C 0.857 -0.045 0.873 -0.4480
```